Version A
ORCA calculation (wB97M-V/def2-TZVPD) on 2 unconnected molecules or ions with the total composition C3H5I.

Bonds (Å) are listed after each position.
Geometry (Å):
1 C 0.237 -1.533 0.083  C2 1.191, H6 1.056
2 C -0.504 -0.659 0.405  C1 1.191, C3 1.465
3 C -1.048 0.561 1.008  C2 1.465, H7 1.102, H8 1.087, H9 1.108
4 I 3.921 -0.740 -2.093  H5 1.589
5 H 3.209 0.024 -0.896  I4 1.589
6 H 0.857 -2.260 -0.367  C1 1.056
7 H -1.113 1.293 0.187  C3 1.102
8 H -2.059 0.211 1.204  C3 1.087
9 H -0.575 1.058 1.878  C3 1.108

Kohn-Sham gap = 10.6 eV
structure (SMILES) = C#CC.I

Atomic partial charges in e from the Löwdin method, atoms 1 to 6: number 1, C, carries 0.0791; number 2, C, carries -0.2135; number 3, C, carries -0.1183; number 4, I, carries 0.3737; number 5, H, carries -0.3686; number 6, H, carries 0.0112

***

Version B
ORCA calculation (wB97M-V/def2-TZVPD) on C3H5I in the gas phase.

Bonds (Å) are listed after each position.
Geometry (Å):
1 C 0.043 1.407 0.004  C2 1.304, H5 0.996, H6 1.129
2 C -0.208 0.128 0.014  C1 1.304, C3 1.456, I4 2.550
3 C 0.508 -1.140 0.026  C2 1.456, H7 1.025, H8 1.046, H9 1.018
4 I -2.751 -0.072 0.039  C2 2.550
5 H -0.614 2.152 -0.064  C1 0.996
6 H 1.148 1.635 -0.039  C1 1.129
7 H 0.324 -1.605 -0.868  C3 1.025
8 H 1.493 -0.805 0.141  C3 1.046
9 H 0.056 -1.700 0.746  C3 1.018

Kohn-Sham gap = 8.7 eV
structure (SMILES) = C=C(C)I

Atomic partial charges in e from the Löwdin method, atoms 1 to 6: number 1, C, carries -0.0707; number 2, C, carries -0.4638; number 3, C, carries -0.1050; number 4, I, carries 0.3508; number 5, H, carries -0.0082; number 6, H, carries 0.1018

***

Version C
ORCA calculation (wB97M-V/def2-TZVPD) on C3H5I in the gas phase.

Bonds (Å) are listed after each position.
Geometry (Å):
1 C -0.208 0.639 0.237  C2 1.451, C3 1.534, H5 1.009, H6 1.095
2 C -1.227 -0.347 -0.073  C1 1.451, H7 1.153, H8 1.080
3 C 1.154 0.118 -0.237  C1 1.534, I4 1.988, H9 1.029
4 I 2.283 -1.046 0.913  C3 1.988
5 H -0.439 1.538 -0.161  C1 1.009
6 H -0.076 0.849 1.304  C1 1.095
7 H -0.910 -1.426 0.177  C2 1.153
8 H -1.895 -0.285 -0.919  C2 1.080
9 H 1.318 -0.039 -1.240  C3 1.029

Kohn-Sham gap (spin up / spin down) = 8.4 / 8.0 eV

Atomic partial charges in e from the Löwdin method, atoms 1 to 6: number 1, C, carries -0.4369; number 2, C, carries 0.0157; number 3, C, carries -0.6915; number 4, I, carries 0.8718; number 5, H, carries 0.0594; number 6, H, carries 0.0934

***

Version D
ORCA calculation (wB97M-V/def2-TZVPD) on C3H5I in the gas phase.

Bonds (Å) are listed after each position.
Geometry (Å):
1 C 0.014 -1.385 -0.021  C2 1.320, H5 1.087, H6 1.136
2 C -0.522 -0.181 0.041  C1 1.320, C3 1.592, I4 2.132
3 C 0.473 1.061 0.053  C2 1.592, H7 1.150, H8 1.216, H9 1.134
4 I -2.644 0.024 0.018  C2 2.132
5 H -0.466 -2.355 -0.129  C1 1.087
6 H 1.144 -1.279 0.002  C1 1.136
7 H 0.847 1.238 -1.021  C3 1.150
8 H -0.227 2.009 0.352  C3 1.216
9 H 1.381 0.867 0.705  C3 1.134

Kohn-Sham gap = 9.7 eV
structure (SMILES) = C=C(C)I

Atomic partial charges in e from the Löwdin method, atoms 1 to 6: number 1, C, carries -0.1241; number 2, C, carries -0.8565; number 3, C, carries -0.1609; number 4, I, carries 0.7538; number 5, H, carries 0.0517; number 6, H, carries 0.0828

***

Out of the structures above, which one is the most stable? Solution: version D.